Entry one
{
  "formula": "C3H2N4O",
  "method": "wB97M-V/def2-TZVPD",
  "elements": ["C", "C", "C", "H", "H", "N", "N", "N", "N", "O"],
  "xyz": [[-1.411, 0.352, 0.018], [0.028, -0.894, -0.032], [0.055, 0.526, 0.043], [-1.806, 0.810, 0.889], [-2.021, 0.826, -0.802], [1.112, -1.654, 0.027], [2.228, -0.794, 0.026], [2.169, 0.484, -0.096], [0.985, 1.322, -0.005], [-1.340, -0.977, -0.069]],
  "lumo_ev": -0.53,
  "gap_ev": 9.780,
  "charge": 0,
  "multiplicity": 1
}

---

Entry two
{
  "formula": "C3H2N4O",
  "method": "wB97M-V/def2-TZVPD",
  "elements": ["N", "C", "C", "N", "N", "C", "O", "N", "H", "H"],
  "xyz": [[-3.364, -0.207, -0.082], [-2.230, -0.035, 0.022], [-0.807, -0.099, 0.105], [-0.300, -1.320, 0.067], [1.084, -1.452, 0.084], [1.784, -0.350, 0.006], [1.364, 0.897, -0.150], [-0.050, 1.053, 0.351], [2.903, -0.288, -0.172], [-0.383, 1.802, -0.232]],
  "smiles": "N#CC1=NN=CON1",
  "lumo_ev": -0.93,
  "gap_ev": 8.636,
  "charge": 0,
  "multiplicity": 1
}

---

Entry three
{
  "formula": "C3H2N4O",
  "method": "wB97M-V/def2-TZVPD",
  "elements": ["C", "C", "C", "H", "H", "N", "N", "N", "N", "O"],
  "xyz": [[1.839, -0.140, -0.001], [-1.371, 0.858, -0.094], [-0.207, -0.824, -0.093], [2.815, -0.332, 0.318], [-1.824, 1.784, 0.413], [1.193, 0.987, -0.148], [-0.125, 0.589, -0.213], [-2.176, -0.263, 0.033], [-1.291, -1.390, -0.159], [1.147, -1.268, -0.056]],
  "lumo_ev": 0.62,
  "gap_ev": 10.632,
  "charge": 0,
  "multiplicity": 1
}

---

Each structure's energy above the most stable one, in kcal/mol: entry one 45.3; entry two 19.0; entry three 0.0.